{"formula": "C28H41Cl2N2NiSSbSi3", "method": "ωB97M-V/def2-TZVPD", "symbols": ["Ni", "Cl", "C", "C", "C", "C", "C", "Cl", "C", "S", "H", "H", "H", "C", "Sb", "C", "C", "C", "C", "C", "C", "N", "Si", "C", "C", "C", "C", "C", "C", "C", "C", "C", "N", "Si", "C", "C", "C", "Si", "C", "C", "C", "H", "H", "H", "H", "H", "H", "H", "H", "H", "H", "H", "H", "H", "H", "H", "H", "H", "H", "H", "H", "H", "H", "H", "H", "H", "H", "H", "H", "H", "H", "H", "H", "H", "H", "H", "H", "H", "H"], "coordinates": [[0.43301, 0.08841, -0.18288], [-0.74504, -1.97810, -0.69338], [0.34912, -2.76012, -1.83323], [0.12221, -4.10216, -2.06810], [0.94733, -4.76525, -2.96204], [1.96735, -4.06634, -3.58653], [2.16184, -2.72255, -3.31806], [3.46689, -1.92598, -4.14034], [1.36032, -1.99801, -2.42183], [1.63644, -0.29368, -2.11854], [-0.68300, -4.61099, -1.55866], [0.79792, -5.81605, -3.16645], [2.62628, -4.55667, -4.28879], [2.80454, 1.28973, 0.98634], [1.15089, 2.02953, 2.16728], [0.09445, 0.18751, 1.79983], [-1.34111, 0.18817, 2.20988], [-1.73999, 0.44397, 3.52870], [-3.06688, 0.33949, 3.88621], [-3.99583, -0.01706, 2.91765], [-3.52626, -0.26346, 1.64090], [-2.24382, -0.17492, 1.28602], [0.94629, -1.28770, 2.60414], [-0.28476, -2.68083, 2.81989], [2.40922, -1.94752, 1.61844], [1.59343, -0.90439, 4.33265], [0.29097, 3.50358, 0.69416], [-0.62374, 2.99049, -0.40063], [-1.31309, 3.91554, -1.20159], [-2.22589, 3.50592, -2.14435], [-2.47602, 2.14852, -2.28834], [-1.73897, 1.28583, -1.51615], [-0.81626, 1.67952, -0.62009], [1.76280, 4.40568, -0.13488], [1.36007, 6.16016, -0.66780], [3.21810, 4.63195, 1.02641], [2.21999, 3.48562, -1.69412], [-0.69593, 4.66957, 1.86613], [0.46491, 5.55773, 3.03245], [-1.91267, 3.66087, 2.85652], [-1.74663, 6.00677, 1.06820], [3.53018, 0.81166, 1.64336], [3.29584, 2.03180, 0.37058], [2.40797, 0.50464, 0.33748], [-0.99147, 0.71816, 4.26313], [-3.37684, 0.53139, 4.90604], [-5.04886, -0.11017, 3.14328], [-4.21420, -0.55656, 0.85383], [-0.57698, -3.14020, 1.87647], [-1.19234, -2.34027, 3.32070], [0.17266, -3.45338, 3.44399], [2.38025, -1.76306, 0.54124], [2.44608, -3.03221, 1.75075], [3.35216, -1.53967, 1.98639], [0.78008, -0.89994, 5.06198], [2.08683, 0.06989, 4.38706], [2.31878, -1.65482, 4.65486], [-1.11249, 4.96475, -1.07120], [-2.74274, 4.23589, -2.75454], [-3.20032, 1.76464, -2.99152], [-1.87547, 0.21789, -1.60658], [0.99465, 6.78168, 0.14984], [0.64192, 6.21219, -1.48645], [2.28913, 6.61294, -1.02517], [2.95505, 5.31342, 1.83629], [4.02445, 5.10075, 0.45598], [3.62145, 3.72929, 1.47788], [1.46584, 3.66886, -2.46318], [2.29111, 2.40431, -1.57448], [3.17920, 3.83726, -2.08113], [1.18484, 4.89277, 3.50929], [-0.13548, 6.01886, 3.82085], [1.01628, 6.35666, 2.53370], [-1.44067, 3.11192, 3.67064], [-2.44010, 2.93426, 2.23397], [-2.65944, 4.32703, 3.29600], [-1.22049, 6.66483, 0.37846], [-2.11943, 6.62263, 1.89177], [-2.61413, 5.59461, 0.55260]], "atomic_forces_ev_per_a": [[-0.41, 0.11, 0.20], [-0.04, -0.19, -0.13], [-0.26, 0.16, 0.25], [0.15, 0.00, -0.13], [-0.04, 0.02, 0.05], [-0.02, -0.01, 0.00], [0.12, 0.02, -0.09], [-0.03, 0.00, 0.02], [0.02, 0.05, -0.03], [-0.10, -0.16, 0.04], [-0.02, -0.01, 0.01], [0.00, -0.01, -0.01], [0.01, -0.01, 0.00], [-0.15, -0.23, 0.00], [-0.03, 0.11, 0.05], [0.08, -0.02, -0.07], [0.13, -0.12, -0.08], [0.02, 0.03, 0.06], [-0.03, 0.00, 0.02], [-0.01, 0.00, -0.01], [0.00, 0.00, -0.02], [-0.06, 0.04, 0.02], [0.02, 0.09, 0.08], [-0.06, -0.08, 0.00], [0.05, -0.04, -0.10], [0.02, 0.07, 0.05], [-0.13, -0.11, -0.21], [0.07, 0.01, 0.31], [0.03, 0.02, -0.02], [-0.03, 0.00, -0.03], [-0.02, 0.01, 0.02], [0.04, -0.01, -0.01], [0.02, 0.05, -0.34], [-0.12, -0.03, 0.09], [-0.02, 0.09, -0.02], [0.04, 0.04, 0.10], [0.02, -0.09, -0.07], [0.10, -0.10, -0.11], [0.08, 0.05, 0.05], [-0.07, -0.07, 0.05], [-0.04, 0.03, -0.06], [0.01, 0.07, 0.06], [0.03, 0.00, 0.02], [0.59, 0.09, -0.06], [0.00, 0.00, 0.00], [0.00, 0.01, 0.00], [0.00, 0.00, 0.01], [0.00, -0.01, -0.01], [0.00, -0.01, -0.04], [-0.01, -0.02, 0.03], [0.00, -0.02, 0.00], [-0.06, -0.02, -0.01], [0.03, -0.01, 0.04], [0.02, 0.00, 0.00], [-0.01, 0.03, 0.01], [0.04, 0.00, 0.01], [-0.01, -0.05, 0.00], [0.00, 0.03, 0.01], [0.00, 0.00, 0.00], [0.00, 0.00, -0.01], [0.03, 0.00, -0.03], [0.02, 0.02, 0.02], [-0.02, 0.01, -0.02], [0.01, 0.00, -0.03], [0.01, 0.04, -0.01], [0.01, 0.02, -0.01], [0.01, 0.01, 0.02], [0.01, 0.01, -0.02], [0.02, -0.01, 0.02], [0.00, 0.02, -0.01], [0.00, -0.01, 0.02], [-0.01, 0.01, 0.01], [0.00, 0.02, 0.00], [0.02, 0.00, 0.02], [-0.04, 0.00, -0.02], [-0.01, 0.00, 0.01], [0.03, 0.03, 0.00], [0.00, 0.02, 0.00], [-0.04, -0.01, 0.02]], "mulliken_spin": [1.691, 0.047, 0.000, -0.001, 0.000, 0.000, 0.003, 0.001, 0.001, 0.028, -0.001, 0.000, 0.000, 0.056, 0.011, 0.092, -0.067, 0.008, 0.000, 0.001, -0.001, 0.006, 0.000, 0.000, 0.031, 0.008, 0.025, -0.022, 0.005, -0.004, -0.003, 0.015, 0.084, 0.002, 0.000, 0.001, 0.000, 0.000, 0.000, -0.001, 0.000, -0.005, -0.002, -0.008, 0.000, 0.000, 0.000, 0.000, 0.001, 0.000, 0.000, -0.016, 0.001, 0.002, 0.000, 0.000, 0.001, -0.001, 0.000, 0.001, 0.005, 0.000, 0.000, 0.000, 0.000, 0.000, 0.000, 0.000, 0.002, 0.000, 0.001, 0.000, 0.000, 0.000, 0.000, 0.000, 0.000, 0.000, 0.000], "homo_ev": [-7.27, -7.62], "multiplicity": 3, "de_lowest_ev": 0.000, "orbital_gap_ev": [7.7338, 7.7050], "lumo_energy_ev": [0.47, 0.08]}